[1]
Density functional theory data (wB97M-V/def2-TZVPD) for a 2-piece molecular cluster, C3H5NO2 overall.

Computed properties:
gap between HOMO and LUMO (alpha / beta): 8.734 / 8.737 eV
ΔE to the lowest compared entry with this formula, charge and spin: 649.89 kJ/mol

The geometry in XYZ format:
```
11
Properties=species:S:1:pos:R:3:forces:R:3
C -0.6197 -1.4749 0.1036 3.9599 1.7309 0.2871
C -0.3887 -0.1876 0.1421 2.4880 -0.5725 -1.0317
C -0.9197 1.1421 -0.1625 2.1943 2.6366 4.2657
N 1.8255 -0.0975 0.1142 -4.7274 0.9367 -0.8898
O 2.3743 -1.1252 -0.1595 0.7314 0.6722 0.4428
O 2.1311 1.0735 0.0727 1.3502 -1.1415 0.0894
H 0.2577 -2.1458 0.0923 -0.4552 0.2500 0.0357
H -1.5166 -1.8391 0.3547 -3.5437 -1.5226 0.2932
H -1.5784 1.1494 -0.9398 -1.6701 -0.2644 -2.3142
H -0.0479 1.9317 -0.3957 -1.7471 -1.9092 0.6751
H -1.5176 1.5734 0.7781 1.4196 -0.8163 -1.8533
```
Positions in Å, forces in eV/Å.

[2]
Density functional theory data (wB97M-V/def2-TZVPD) for one molecule with the formula C4H9N.

Computed properties:
SMILES: CC(C)=CN
gap between HOMO and LUMO: 8.515 eV
ΔE to the lowest compared entry with this formula, charge and spin: 137.68 kJ/mol

The geometry in XYZ format:
```
14
Properties=species:S:1:pos:R:3:forces:R:3
C 1.1400 -0.9610 0.3434 0.8351 -2.4321 0.0603
C 0.3532 0.2136 0.1678 -2.2250 3.5898 0.1909
C 1.0002 1.5556 0.5529 -2.6981 0.8066 -1.8996
C -0.9430 0.1786 -0.2708 2.9969 1.5258 0.0339
N -1.5880 -0.9033 -0.8449 -4.7744 5.1585 -0.6719
H 1.3107 -1.4385 -0.6073 -0.2933 -0.6682 -0.6122
H 2.1575 -1.0074 0.7567 -0.4975 0.9518 0.4302
H 0.4699 -1.5482 0.9517 0.3310 -1.2837 0.2814
H 0.8387 1.9103 1.5585 0.2168 -0.4594 0.7057
H 2.0409 1.3833 0.3436 0.5418 0.9449 -0.2025
H 0.4219 2.4028 -0.0547 1.8906 -1.5601 0.8247
H -1.4137 1.1822 -0.4375 0.1232 -1.2511 0.2328
H -2.6366 -0.6941 -0.7004 2.1975 -1.1581 -0.6624
H -1.3767 -1.7889 -0.6563 1.3553 -4.1646 1.2889
```
Positions in Å, forces in eV/Å.

[3]
Density functional theory data (wB97M-V/def2-TZVPD) for a 2-piece molecular cluster, C4H9O2P overall.

Computed properties:
SMILES: C[PH](C)=O.C=C=O
gap between HOMO and LUMO: 9.903 eV
ΔE to the lowest compared entry with this formula, charge and spin: 296.24 kJ/mol

The geometry in XYZ format:
```
16
Properties=species:S:1:pos:R:3:forces:R:3
C -1.0025 1.3024 0.4381 0.2424 -0.9053 -0.3427
P -0.3499 -0.1892 -0.5424 -4.1914 4.9040 -3.8060
C -1.8318 -0.4631 -1.7523 -1.4099 0.5221 4.2215
O -0.1417 -1.3665 0.2306 1.2861 -3.2587 1.8813
H -0.2515 1.9467 0.9671 -0.8314 -0.5027 -0.8034
H -1.8214 1.7869 -0.1306 1.1407 0.3784 -0.0578
H -1.6084 0.7838 1.1710 0.1683 -0.2485 0.6835
H 0.6070 0.4065 -1.5110 -0.3794 -0.8428 1.1578
H -2.6143 0.3219 -1.7056 0.9233 0.1350 -0.2486
H -1.5291 -0.6415 -2.6927 1.2027 -0.3107 -3.4553
H -2.4682 -1.3288 -1.4775 0.9087 0.0277 0.3326
C 2.3455 -0.1631 1.0934 -0.9954 1.5537 -1.2670
C 2.9992 -0.9921 1.8306 2.1634 -1.6895 2.2064
O 3.6362 -1.7283 2.5070 -1.4318 1.3771 -1.4352
H 2.3656 0.9493 1.2262 0.1973 -1.4186 0.0055
H 1.6654 -0.6249 0.3482 1.0065 0.2787 0.9275
```
Positions in Å, forces in eV/Å.

[4]
Density functional theory data (wB97M-V/def2-TZVPD) for a 8-piece molecular cluster, C40H83BF4N12O2 overall.

Computed properties:
gap between HOMO and LUMO: 9.712 eV
net charge: +6

The geometry in XYZ format:
```
142
Properties=species:S:1:pos:R:3:forces:R:3
C 4.3453 2.8469 3.3220 -1.0039 0.3459 -0.3031
C 4.8061 4.1868 2.8461 1.2047 0.5714 0.3694
N 5.5140 4.0862 1.5923 3.0090 0.1303 -2.8258
C 4.8779 4.1916 0.3830 2.1462 -0.6014 -1.3416
C 5.8915 4.1865 -0.6137 -1.6104 0.7582 0.6930
N 7.1280 4.1739 -0.0143 -1.1953 -0.0169 3.0382
C 6.8662 4.0720 1.3402 -0.6202 0.6579 -0.6877
C 8.4860 4.4799 -0.6068 -0.9923 -0.7546 -0.4061
H 3.7206 3.0448 4.1930 0.2839 -0.4904 0.2681
H 5.1932 2.1849 3.4981 -0.2377 -0.0013 0.2386
H 3.6781 2.4562 2.5537 0.0215 -0.4486 0.0545
H 5.5468 4.6038 3.5284 -0.3806 0.2883 0.2683
H 4.0417 4.9248 2.6029 -0.2503 -0.1700 0.6984
H 3.7985 4.2232 0.3979 0.1019 0.0118 -0.5990
H 5.8108 4.3629 -1.6761 -0.1402 -0.1673 0.0985
H 7.6302 4.1588 2.0986 -0.0725 -0.1734 0.0147
H 8.3209 5.1736 -1.4312 0.1084 0.2050 0.3261
H 8.8755 3.5630 -1.0492 0.0775 0.0168 0.2065
H 9.1732 4.8633 0.1474 -0.3353 0.0414 -0.0578
C -4.4336 4.4541 -5.3116 -0.9215 0.0644 -0.6493
C -3.3350 3.6590 -4.6078 -0.8864 -1.1544 -0.6493
N -2.0633 3.9449 -5.1972 4.1235 1.4078 -3.2864
C -1.0382 4.6820 -4.6434 0.0247 -0.1356 -0.0101
C -0.0363 4.8610 -5.5676 -0.2085 -0.6478 0.6536
N -0.3709 4.1599 -6.7223 -2.7781 0.3419 1.9793
C -1.6400 3.7042 -6.5064 -0.2441 -0.3988 1.5754
C 0.4076 4.1178 -7.9648 -0.9236 0.9269 -0.1089
H -4.7431 4.1136 -6.2997 0.5471 -0.8833 -0.1344
H -4.1633 5.4723 -5.5917 0.2420 0.2336 0.8788
H -5.4053 4.4336 -4.8183 0.3212 0.2158 0.5710
H -3.3609 2.5801 -4.7607 -1.0302 -0.1435 -0.0085
H -3.2929 3.7359 -3.5214 0.1895 0.6368 -0.1445
H -1.1314 4.9251 -3.5953 0.3387 0.3833 -0.1747
H 0.8969 5.3912 -5.4479 -0.0826 -0.1491 -0.1456
H -2.2789 3.1639 -7.1892 0.3023 0.0765 -0.2516
H 1.0284 5.0119 -7.9073 0.6653 -0.5962 -0.1123
H -0.2810 4.3682 -8.7717 0.0376 -0.4570 -0.1601
H 0.8745 3.1426 -8.1033 0.2228 0.4159 0.0278
C -1.7829 -0.7570 5.6646 -0.0643 -0.5054 0.5691
C -1.7650 -2.0398 4.8279 0.0879 0.0195 0.1386
N -2.4833 -3.1664 5.4793 -2.7514 -0.2472 1.6776
C -3.8555 -3.0647 5.9029 0.6394 -1.1723 -0.3090
C -4.2269 -4.2595 6.4938 1.9019 1.0749 0.2946
N -3.0699 -5.0330 6.5414 1.2330 0.8416 -0.7665
C -2.0633 -4.3615 5.9122 -1.0097 0.1072 -0.2226
C -2.7783 -6.3383 7.1751 0.3308 -0.6530 -0.7420
H -1.3405 -0.9288 6.6459 -0.1645 -0.1414 0.1062
H -2.8185 -0.4427 5.7943 0.1409 0.2512 0.0762
H -1.1925 0.0590 5.2478 -0.1944 -0.2223 -0.4843
H -0.7447 -2.3870 4.6646 -0.1233 0.0399 -0.2906
H -2.3090 -1.8528 3.9020 0.4072 -0.1599 -0.2026
H -4.4673 -2.1889 5.7447 0.2638 -0.0447 -0.0539
H -5.0874 -4.5272 7.0891 -0.1162 0.0145 -0.3507
H -1.1012 -4.7704 5.6407 0.0123 -0.0656 0.4334
H -3.5919 -6.7595 7.7657 0.0637 0.5909 0.0925
H -1.8305 -6.2771 7.7098 -0.4180 0.2492 0.4476
H -2.5687 -7.0562 6.3821 -0.2678 -0.0311 -0.1377
C 9.6939 -0.8713 -1.4696 0.2034 -0.0112 -0.0643
C 8.2499 -0.6185 -1.8960 -0.1889 -0.1205 0.2554
N 7.1962 -0.7858 -0.8407 -0.9840 -1.6411 2.2258
C 5.8418 -0.3833 -0.9971 0.8360 -2.3198 1.4533
C 5.1545 -1.0196 0.0367 -0.0118 1.3652 -0.5078
N 6.0408 -1.6274 0.8795 2.7875 0.6371 -2.8918
C 7.2695 -1.5845 0.3026 -1.0573 1.8864 -1.8050
C 5.7978 -2.1954 2.1421 -1.7070 -1.3184 1.6337
H 10.3773 -0.3411 -2.1328 -0.2404 0.3424 -0.0327
H 10.0290 -1.8980 -1.6166 -0.4220 -0.1856 0.3726
H 9.9179 -0.5372 -0.4566 -0.0578 -0.0202 0.0085
H 7.9698 -1.3359 -2.6673 0.0237 0.3071 -0.2345
H 8.0918 0.4063 -2.2321 0.1559 -0.1262 -0.2261
H 5.4973 0.1302 -1.8825 0.0628 0.0397 0.2373
H 4.1105 -1.0934 0.3030 -0.0223 0.5161 -0.2546
H 8.1256 -2.1370 0.6607 0.1346 0.3461 -0.0129
H 4.9630 -1.6711 2.6070 0.3216 0.3458 0.1921
H 6.6569 -2.2200 2.8126 -0.0161 0.1634 -0.3378
H 5.3868 -3.1976 2.0205 0.3887 -0.2756 0.0206
C -5.5264 -10.0438 0.3430 -0.2599 -0.1170 0.6408
C -6.6004 -8.9904 -0.0079 0.6830 -1.3159 -0.6267
N -6.1238 -7.6477 0.3235 1.1849 3.0663 -0.6694
C -6.5926 -6.8770 1.3687 -0.5371 1.3338 0.3599
C -6.0571 -5.5627 1.3280 -0.3780 -3.9012 -0.1010
N -5.1748 -5.6445 0.3175 1.0816 -0.1515 -1.9960
C -5.2471 -6.8658 -0.3904 -0.2518 2.0075 3.1793
C -4.3432 -4.4379 0.0243 -0.4740 -0.0418 -1.0706
H -5.8614 -11.0706 0.1963 -0.4601 0.1670 0.0259
H -5.2397 -9.9504 1.3905 0.0402 -0.0546 0.0309
H -4.6216 -9.9978 -0.2630 -0.0875 0.5259 -0.1399
H -7.5786 -9.0970 0.4612 0.2974 -0.2566 0.2538
H -6.7709 -9.0901 -1.0798 -0.1149 0.5679 -0.0329
H -7.3391 -7.2839 2.0347 0.0262 0.0444 -0.0860
H -6.1041 -4.6578 1.9157 -0.4262 -0.4277 0.1440
H -4.5189 -7.0668 -1.1623 -0.5042 -0.4695 -0.1186
H -4.7021 -3.5573 0.5571 -0.3441 -0.4423 0.3289
H -4.5238 -4.1775 -1.0187 0.4292 -0.1229 -0.0877
H -3.2795 -4.5096 0.2509 -0.1588 -0.6145 -0.0923
C 0.2796 -3.9800 -5.2381 -0.1992 -0.7521 0.3638
N 0.8875 -2.7730 -4.6113 -1.1222 -0.2369 -0.0186
C 2.0394 -2.3488 -5.5649 -0.8877 -0.7731 1.1986
C -0.1493 -1.6576 -4.4832 1.0825 0.5676 -0.0613
C 1.3835 -3.0571 -3.1693 1.9254 0.6770 -1.1526
C 2.4464 -4.1833 -2.9672 -0.5114 0.7762 0.5546
O 3.7597 -3.8921 -3.4706 -1.2867 -0.2247 -0.1948
H -0.3152 -3.7678 -6.1264 0.3782 0.3449 -0.0429
H -0.3924 -4.4714 -4.5345 0.0625 0.1266 0.1416
H 1.0993 -4.6612 -5.4664 -0.2746 -0.0714 -0.1452
H 1.5635 -2.0375 -6.4948 0.2332 0.0927 0.1185
H 2.5894 -3.2819 -5.6872 0.3242 0.4298 -0.2334
H 2.6505 -1.5907 -5.0751 -0.1741 0.0112 -0.2154
H -0.9680 -1.8282 -3.7841 0.1615 -0.7310 -0.1776
H -0.5203 -1.3752 -5.4684 0.0333 -0.2931 0.0465
H 0.3991 -0.8127 -4.0668 -0.0426 0.1487 -0.0946
H 0.5659 -3.1493 -2.4543 -0.1957 -0.1734 -0.4919
H 1.8495 -2.0788 -3.0517 0.2745 -0.1472 1.0119
H 2.0280 -5.1538 -3.2339 0.2105 -0.1142 -0.6678
H 2.6347 -4.2856 -1.8985 -0.8731 0.2915 0.3855
H 4.2577 -4.5030 -2.9224 0.8898 0.0087 -0.4299
C -3.6532 7.9860 3.6251 0.4207 -0.9016 0.4150
N -3.7814 6.5644 3.1600 -0.9363 -0.6139 -1.6497
C -3.3065 6.4752 1.6924 -0.1766 -0.6247 0.9479
C -2.9482 5.5807 3.9812 -0.0723 1.0196 0.0555
C -5.2682 6.1195 3.2339 1.0361 0.4656 -1.0478
C -5.5196 4.7901 2.5801 -1.8249 -0.4698 0.0764
O -5.1506 3.7287 3.3813 1.6447 -1.1017 1.3517
H -2.5809 8.0230 3.8174 -0.2137 0.9211 0.2978
H -4.2753 8.0904 4.5140 0.3759 0.2055 0.1084
H -3.9671 8.7033 2.8668 0.0079 -0.2982 -0.0577
H -3.3483 5.3975 1.5345 0.7626 0.3297 -0.5558
H -2.3210 6.9346 1.6159 0.0683 -0.4067 0.1892
H -3.9344 6.9515 0.9395 -0.4556 0.2557 0.6175
H -1.9983 6.0563 4.2252 -0.1807 0.1584 0.1910
H -2.6862 4.6804 3.4253 -0.6568 0.0858 -0.0316
H -3.5572 5.3866 4.8641 0.4700 -0.2550 0.0257
H -5.8065 6.8577 2.6394 -0.0404 0.1686 0.1937
H -5.6070 6.1497 4.2694 0.2116 -0.0385 -0.0383
H -5.1231 4.6671 1.5722 -0.1212 0.3839 -0.0985
H -6.6049 4.6901 2.5668 -0.3115 0.7312 -0.7770
H -5.6360 2.9270 3.1733 -0.1188 0.1600 -0.1387
B -0.2981 1.6204 -0.2392 -0.1832 -1.5135 -0.1388
F 0.0443 0.9677 0.9288 0.5443 -0.6441 1.1882
F 0.7038 1.5073 -1.1706 1.5910 -1.4140 -1.7240
F -1.4970 1.0643 -0.6791 -0.7592 -0.4173 -0.6455
F -0.3934 2.9256 -0.0799 -1.0680 3.8415 1.1969
```
Positions in Å, forces in eV/Å.

[5]
Density functional theory data (wB97M-V/def2-TZVPD) for one molecule with the formula C4H2.

Computed properties:
gap between HOMO and LUMO: 8.875 eV
ΔE to the lowest compared entry with this formula, charge and spin: 300.91 kJ/mol

The geometry in XYZ format:
```
6
Properties=species:S:1:pos:R:3:forces:R:3
C -0.3819 0.1179 -0.1559 -0.7378 0.6731 -0.4385
C -0.2638 0.1500 1.1066 0.9767 -0.7676 -0.7084
C -0.2854 -0.1224 -1.4361 -0.2484 0.1370 -0.8421
C -0.1435 -0.3370 -2.6750 -0.0723 0.0668 0.3942
H -0.4639 0.6107 2.0786 0.2595 -0.5483 -0.7729
H 0.5351 -0.6373 0.6842 -0.1777 0.4391 2.3678
```
Positions in Å, forces in eV/Å.

[6]
Density functional theory data (wB97M-V/def2-TZVPD) for a 2-piece molecular cluster, C4H5NO overall.

Computed properties:
gap between HOMO and LUMO: 8.616 eV
ΔE to the lowest compared entry with this formula, charge and spin: 625.39 kJ/mol

The geometry in XYZ format:
```
11
Properties=species:S:1:pos:R:3:forces:R:3
N -1.0044 -1.7945 2.1311 0.3721 0.9051 -0.3915
C -0.5916 -0.7958 1.7002 -0.3434 -0.7971 0.3263
C -0.0561 0.3935 1.1506 -0.2447 0.0612 0.1202
C 0.1715 0.4325 -0.2568 0.1596 -0.1709 0.1447
C -0.2640 -0.2918 -1.4302 -0.0057 -0.2377 -0.0841
O -0.3219 1.1548 -1.2938 -0.0525 0.2276 -0.0572
H 1.3314 0.4206 0.3777 0.1590 0.0011 -0.0809
H -0.0940 1.3278 1.6986 0.0128 -0.1359 -0.0683
H 1.5966 0.5994 -0.5404 -0.0981 0.0157 -0.0450
H 0.4599 -0.6540 -2.1547 -0.1006 0.0594 0.1184
H -1.2275 -0.7926 -1.3823 0.1416 0.0714 0.0174
```
Positions in Å, forces in eV/Å.

Number 1: energy -322.32680 hartree, M 87.1 g mol⁻¹. Number 2: energy -212.49873 hartree, M 71.1 g mol⁻¹. Number 3: energy -649.57906 hartree, M 120.1 g mol⁻¹. Number 4: energy -2803.76938 hartree, M 851.0 g mol⁻¹. Number 5: energy -153.36647 hartree, M 50.1 g mol⁻¹. Number 6: energy -285.17639 hartree, M 83.1 g mol⁻¹.